1.
Formula: C56H47N12PTi
Source: the OMol25 dataset
Level of theory: ωB97M-V with the def2-TZVPD basis set

ORCA input file:
```
! RIJCOSX wB97M-V def2-TZVPD def2/J DEFGRID3
* xyz 2 3
Ti 13.064 12.034 15.922
C 15.050 16.250 18.908
N 14.115 15.177 18.630
C 14.107 14.446 17.433
N 13.209 13.479 17.541
C 12.602 13.648 18.728
C 13.096 14.763 19.355
C 12.715 15.378 20.619
C 12.925 14.686 21.797
C 12.364 15.169 23.002
C 11.478 16.244 22.991
C 11.177 16.832 21.777
C 11.789 16.453 20.598
C 11.525 12.719 19.131
C 11.709 11.356 19.053
C 10.648 10.584 19.469
C 9.462 11.071 19.961
C 9.350 12.469 20.071
C 10.392 13.295 19.681
P 15.161 14.859 16.049
C 13.954 14.767 14.643
N 13.276 13.634 14.470
C 12.604 13.758 13.280
C 12.862 14.989 12.727
N 13.732 15.636 13.640
C 14.302 16.962 13.516
C 12.573 15.555 11.393
C 11.775 16.682 11.338
C 11.405 17.241 10.120
C 11.810 16.599 8.975
C 12.578 15.468 9.018
C 12.979 14.970 10.199
C 11.644 12.742 12.827
C 11.941 11.385 12.911
C 10.975 10.453 12.580
C 9.759 10.815 12.019
C 9.502 12.183 11.909
C 10.432 13.147 12.311
C 15.978 13.247 15.867
N 15.505 12.009 16.068
C 16.525 11.136 15.944
C 17.657 11.829 15.488
N 17.285 13.183 15.435
C 18.156 14.255 15.101
C 18.993 11.387 15.023
C 19.291 11.427 13.656
C 20.598 11.191 13.176
C 21.562 10.880 14.125
C 21.284 10.702 15.452
C 19.990 10.944 15.921
C 16.335 9.713 16.179
C 15.771 9.225 17.363
C 15.627 7.895 17.526
C 16.165 6.969 16.653
C 16.802 7.423 15.544
C 16.860 8.791 15.244
H 14.949 16.580 20.003
H 14.964 17.075 18.253
H 16.033 15.818 18.837
H 13.621 13.870 21.800
H 12.641 14.582 23.859
H 11.084 16.580 23.956
H 10.447 17.661 21.755
H 11.545 16.941 19.675
H 12.601 10.868 18.779
H 10.681 9.485 19.414
H 8.700 10.370 20.298
H 8.425 12.878 20.450
H 10.340 14.348 19.826
H 13.521 17.689 13.708
H 14.688 17.151 12.484
H 15.075 17.219 14.272
H 11.459 17.190 12.245
H 10.757 18.133 10.147
H 11.565 17.004 8.070
H 12.715 14.923 8.127
H 13.592 14.070 10.277
H 12.967 11.052 13.187
H 11.219 9.435 12.739
H 9.011 10.033 11.764
H 8.543 12.550 11.482
H 10.169 14.233 12.267
H 19.142 13.884 15.273
H 17.936 15.224 15.638
H 18.149 14.472 14.017
H 18.522 11.873 13.022
H 20.982 11.186 12.181
H 22.607 10.761 13.879
H 22.008 10.426 16.173
H 19.683 10.744 16.947
H 15.448 9.916 18.147
H 15.185 7.689 18.517
H 16.204 5.948 16.918
H 17.372 6.724 14.925
H 17.429 9.123 14.407
N 13.592 8.856 14.587
C 12.395 8.900 15.171
N 11.719 7.708 15.144
C 10.486 7.880 15.561
N 9.765 6.776 15.746
N 9.900 9.085 15.737
C 10.671 10.142 15.842
N 11.994 10.094 15.738
C 10.067 11.539 15.944
C 8.684 11.742 15.930
C 8.174 13.054 15.934
C 9.106 14.085 15.870
C 10.462 13.766 15.909
N 10.948 12.566 16.030
H 13.819 7.996 14.106
H 14.425 9.391 14.784
H 10.265 5.937 15.836
H 8.842 6.823 16.117
H 8.027 10.920 15.774
H 7.143 13.190 15.983
H 8.787 15.106 15.850
H 11.217 14.581 15.894
*
```

Properties
Lowest unoccupied orbital energy (alpha / beta): -4.69 / -4.76 eV
DFT total energy: -4009.82062 Eh
Expectation value of S²: 2.005
Highest occupied orbital energy (alpha / beta): -11.4729 / -12.6240 eV

=====

2.
Formula: C56H53AsN7PS2Ti
Source: the OMol25 dataset
Level of theory: ωB97M-V with the def2-TZVPD basis set

ORCA input file:
```
! RIJCOSX wB97M-V def2-TZVPD def2/J DEFGRID3
* xyz 2 1
Ti 0.899 2.536 -1.732
C 3.124 4.082 -0.234
N 2.759 2.697 -0.691
C 2.565 1.811 0.494
C 1.258 2.133 1.232
N 0.181 2.638 0.307
C -0.980 1.698 0.195
C -0.351 3.924 0.781
C -0.875 4.051 2.059
C -1.395 5.268 2.469
C -1.391 6.352 1.596
C -0.874 6.217 0.318
C -0.352 4.992 -0.096
S 0.344 4.800 -1.703
C 3.848 2.264 -1.577
C 5.044 1.771 -1.078
C 6.058 1.401 -1.946
C 5.890 1.562 -3.317
C 4.708 2.088 -3.814
C 3.676 2.437 -2.946
S 2.163 3.094 -3.604
H 4.098 4.045 0.256
H 2.382 4.464 0.464
H 3.179 4.738 -1.093
H 3.388 1.918 1.198
H 2.537 0.774 0.165
H 1.440 2.890 1.986
H 0.922 1.228 1.734
H -1.376 1.464 1.184
H -0.664 0.764 -0.274
H -1.761 2.174 -0.389
H -0.874 3.207 2.742
H -1.797 5.371 3.468
H -1.784 7.309 1.918
H -0.864 7.053 -0.373
H 5.201 1.667 -0.011
H 6.985 1.005 -1.553
H 6.682 1.281 -3.999
H 4.570 2.241 -4.878
N -4.501 4.867 -2.052
C -3.792 3.958 -1.381
N -2.727 3.362 -1.830
C -2.292 3.680 -3.099
N -1.406 2.968 -3.714
N -0.642 2.048 -3.026
C -0.605 0.874 -3.538
C 0.476 -0.044 -3.225
C 0.584 -1.222 -3.932
C 1.700 -2.021 -3.749
C 2.657 -1.603 -2.847
C 2.456 -0.426 -2.144
N 1.388 0.359 -2.309
C -2.898 4.797 -3.814
C -2.384 5.304 -5.013
C -3.045 6.316 -5.667
C -4.237 6.831 -5.144
C -4.742 6.363 -3.951
C -4.059 5.352 -3.282
H -5.354 5.233 -1.659
H -4.153 3.704 -0.389
H -1.300 0.621 -4.332
H -0.197 -1.497 -4.629
H 1.819 -2.944 -4.303
H 3.561 -2.172 -2.673
H 3.205 -0.113 -1.434
H -1.461 4.891 -5.396
H -2.649 6.716 -6.591
H -4.760 7.615 -5.675
H -5.652 6.778 -3.533
C -0.615 -1.633 1.918
C -0.653 -3.021 2.546
As -1.629 -3.053 4.282
C -0.644 -4.560 5.027
C -0.328 -5.689 4.268
C 0.457 -6.699 4.807
C 0.939 -6.587 6.107
C 0.623 -5.473 6.869
C -0.165 -4.462 6.329
C -3.241 -3.916 3.602
C -4.084 -3.136 2.811
C -5.234 -3.678 2.254
C -5.558 -5.008 2.493
C -4.739 -5.782 3.302
C -3.589 -5.237 3.863
P 0.539 -1.436 0.465
C 2.112 -2.088 1.133
C 2.961 -2.917 0.399
C 4.180 -3.330 0.927
C 4.583 -2.892 2.181
C 3.771 -2.025 2.900
C 2.549 -1.622 2.377
C -0.158 -2.769 -0.584
C 0.140 -4.130 -0.496
C -0.490 -5.043 -1.330
C -1.442 -4.620 -2.250
C -1.771 -3.274 -2.327
C -1.128 -2.360 -1.502
H -0.331 -0.891 2.671
H -1.601 -1.354 1.535
H 0.357 -3.368 2.769
H -1.120 -3.737 1.873
H -0.703 -5.787 3.256
H 0.692 -7.574 4.214
H 1.562 -7.370 6.522
H 0.992 -5.386 7.884
H -0.406 -3.589 6.925
H -3.846 -2.090 2.641
H -5.886 -3.063 1.646
H -6.454 -5.433 2.060
H -4.998 -6.814 3.506
H -2.967 -5.846 4.506
H 2.665 -3.255 -0.587
H 4.814 -3.999 0.359
H 5.526 -3.225 2.596
H 4.084 -1.664 3.871
H 1.922 -0.952 2.957
H 0.859 -4.487 0.231
H -0.245 -6.095 -1.255
H -1.930 -5.337 -2.896
H -2.530 -2.939 -3.025
H -1.395 -1.308 -1.558
*
```

Properties
Lowest unoccupied orbital energy: -6.55 eV
DFT total energy: -6771.63119 Eh
Highest occupied orbital energy: -11.7120 eV
Energy above the lowest of the compared OMol25 structures with the same formula, charge and spin: 0.984 eV

=====

3.
Formula: C56H54AsBr2N5O7ReS2
Source: the OMol25 dataset
Level of theory: ωB97M-V with the def2-TZVPD basis set

ORCA input file:
```
! RIJCOSX wB97M-V def2-TZVPD def2/J DEFGRID3
* xyz 0 4
Re 0.600 0.317 0.333
C 2.134 3.274 3.078
C 2.621 3.488 1.683
C 3.397 4.629 1.382
C 4.034 4.730 0.177
C 3.982 3.641 -0.716
C 4.776 3.506 -1.872
Br 5.815 4.983 -2.500
C 4.861 2.302 -2.531
C 4.085 1.228 -2.117
Br 4.383 -0.458 -2.909
C 3.128 1.327 -1.093
O 2.366 0.365 -0.756
C 3.132 2.563 -0.353
N 2.415 2.550 0.783
H 2.993 3.008 3.699
H 1.412 2.463 3.096
H 1.691 4.182 3.484
H 3.518 5.399 2.132
H 4.640 5.591 -0.068
H 5.535 2.171 -3.366
C -1.957 -2.854 -3.974
C -2.398 -3.207 -2.549
C -3.447 -4.321 -2.552
O -1.270 -3.602 -1.794
C -1.259 -2.862 -0.584
C -1.936 -1.556 -1.044
O -2.939 -2.068 -1.904
C -2.473 -0.569 0.027
O -1.410 0.151 0.547
C -3.443 0.477 -0.568
C -3.720 0.609 -1.922
C -4.553 1.622 -2.377
C -5.114 2.527 -1.491
C -4.836 2.406 -0.138
C -4.009 1.394 0.317
C -3.304 -1.279 1.103
C -4.209 -2.278 0.762
C -4.998 -2.869 1.733
C -4.917 -2.457 3.053
C -4.042 -1.438 3.386
C -3.244 -0.849 2.420
C 0.203 -2.752 -0.051
O 0.761 -1.547 -0.392
C 1.072 -3.843 -0.708
C 2.298 -3.506 -1.263
C 3.125 -4.481 -1.794
C 2.736 -5.809 -1.767
C 1.516 -6.146 -1.207
C 0.687 -5.175 -0.676
C 0.370 -3.017 1.455
C 1.689 -3.012 1.915
C 1.987 -3.334 3.225
C 0.969 -3.631 4.116
C -0.341 -3.595 3.679
C -0.644 -3.294 2.359
H -1.471 -3.709 -4.431
H -1.256 -2.023 -3.950
H -2.829 -2.578 -4.559
H -3.066 -5.170 -3.111
H -4.362 -3.961 -3.010
H -3.648 -4.633 -1.529
H -1.906 -3.362 0.149
H -1.200 -0.999 -1.645
H -3.306 -0.085 -2.634
H -4.757 1.704 -3.435
H -5.756 3.321 -1.848
H -5.266 3.098 0.572
H -3.791 1.310 1.369
H -4.303 -2.590 -0.266
H -5.680 -3.662 1.459
H -5.531 -2.920 3.813
H -3.966 -1.096 4.407
H -2.546 -0.073 2.679
H 2.624 -2.477 -1.252
H 4.074 -4.196 -2.223
H 3.380 -6.581 -2.165
H 1.201 -7.178 -1.178
H -0.257 -5.454 -0.235
H 2.484 -2.763 1.228
H 3.017 -3.348 3.552
H 1.195 -3.885 5.143
H -1.148 -3.801 4.367
H -1.683 -3.282 2.070
C 0.330 5.178 -0.745
As -0.676 4.820 0.892
C 0.105 6.151 2.106
C -2.444 5.604 0.574
S -0.836 2.914 1.754
H 0.448 6.257 -0.828
H -0.202 4.799 -1.615
H 1.311 4.710 -0.692
H 1.191 6.075 2.074
H -0.191 7.150 1.784
H -0.248 5.974 3.124
H -2.357 6.646 0.267
H -3.010 5.549 1.506
H -2.977 5.040 -0.190
C 4.817 -0.183 3.880
N 3.384 -0.235 3.700
C 2.557 -0.487 4.741
C 1.227 -0.489 4.579
C 0.672 -0.200 3.274
O -0.527 -0.082 3.075
N 1.549 -0.018 2.222
C 2.902 -0.043 2.396
O 3.715 0.118 1.508
H 5.061 -0.432 4.911
H 5.188 0.818 3.649
H 5.304 -0.885 3.203
H 3.027 -0.677 5.696
H 0.542 -0.686 5.383
N -1.625 2.775 -1.311
C -0.961 2.042 -2.234
N -0.141 1.070 -2.006
C 0.349 0.520 -3.179
C 1.115 -0.632 -3.315
C 1.499 -1.045 -4.576
C 1.157 -0.319 -5.710
C 0.363 0.806 -5.605
C -0.058 1.192 -4.347
S -1.159 2.483 -3.931
H -1.612 2.367 -0.368
H -2.551 3.054 -1.611
H 1.391 -1.192 -2.437
H 2.091 -1.940 -4.681
H 1.494 -0.640 -6.683
H 0.070 1.372 -6.475
*
```

Properties
Lowest unoccupied orbital energy (alpha / beta): -0.21 / -0.59 eV
DFT total energy: -11225.38503 Eh
Expectation value of S²: 3.770
Highest occupied orbital energy (alpha / beta): -7.2712 / -7.4696 eV
Energy above the lowest of the compared OMol25 structures with the same formula, charge and spin: 0.000 eV

=====

4.
Formula: C56H54FGeN3OPSiTl
Source: the OMol25 dataset
Level of theory: ωB97M-V with the def2-TZVPD basis set

ORCA input file:
```
! RIJCOSX wB97M-V def2-TZVPD def2/J DEFGRID3
* xyz -1 2
Tl 0.642 1.177 -0.816
N 2.928 1.439 2.189
P 1.283 0.943 2.280
C 1.258 0.416 4.051
C 1.706 1.246 5.079
C 1.567 0.860 6.401
C 0.965 -0.354 6.714
C 0.523 -1.187 5.700
C 0.676 -0.804 4.374
C 0.452 2.531 2.730
C -0.797 2.438 3.342
C -1.451 3.576 3.785
C -0.863 4.822 3.618
C 0.372 4.919 2.994
C 1.024 3.782 2.537
C 3.690 1.430 1.036
C 5.088 1.482 1.144
C 5.845 1.540 -0.006
C 5.208 1.533 -1.240
C 3.831 1.437 -1.262
N 3.084 1.395 -0.154
H 3.464 1.411 3.041
H 2.138 2.214 4.846
H 1.909 1.515 7.193
H 0.845 -0.645 7.750
H 0.051 -2.132 5.941
H 0.341 -1.454 3.575
H -1.254 1.464 3.487
H -2.420 3.491 4.262
H -1.370 5.715 3.961
H 0.832 5.891 2.862
H 1.973 3.860 2.028
H 5.554 1.466 2.122
H 6.926 1.577 0.056
H 5.768 1.576 -2.162
H 3.281 1.387 -2.196
F 1.336 1.328 -2.816
C -2.824 2.750 0.203
Ge -2.110 1.008 -0.462
C -3.025 0.786 -2.214
C -3.026 -0.448 -2.861
C -3.590 -0.590 -4.121
C -4.145 0.508 -4.762
C -4.129 1.748 -4.138
C -3.579 1.883 -2.871
C -2.808 -0.372 0.809
C -1.875 -1.049 1.556
C -2.246 -2.055 2.474
C -3.557 -2.403 2.618
C -4.557 -1.742 1.866
C -5.921 -2.101 1.987
C -6.886 -1.440 1.280
C -6.527 -0.378 0.427
C -5.216 -0.023 0.275
C -4.186 -0.699 0.973
H -3.909 2.800 0.088
H -2.377 3.581 -0.344
H -2.582 2.874 1.254
H -2.575 -1.307 -2.374
H -3.582 -1.558 -4.607
H -4.594 0.404 -5.742
H -4.540 2.615 -4.644
H -3.582 2.853 -2.387
H -0.821 -0.830 1.404
H -1.479 -2.575 3.036
H -3.855 -3.186 3.306
H -6.185 -2.916 2.652
H -7.926 -1.727 1.373
H -7.301 0.155 -0.113
H -4.940 0.786 -0.390
N 0.782 3.355 -0.513
C 0.122 4.195 -1.281
C -0.630 3.828 -2.452
C -1.330 4.758 -3.183
C -1.332 6.106 -2.816
C -0.588 6.510 -1.705
C 0.125 5.599 -0.964
H -0.617 2.790 -2.765
H -1.887 4.438 -4.057
H -1.891 6.829 -3.397
H -0.568 7.559 -1.428
H 0.713 5.912 -0.112
C -0.768 -3.927 -0.343
C 0.735 -3.892 -0.047
C 0.966 -3.555 1.430
C 1.310 -5.288 -0.310
Si 1.526 -2.478 -1.099
O 1.174 -1.077 -0.448
C 3.408 -2.793 -1.093
C 4.038 -3.788 -1.842
C 5.416 -3.952 -1.816
C 6.204 -3.111 -1.043
C 5.601 -2.108 -0.297
C 4.221 -1.961 -0.321
C 0.990 -2.701 -2.917
C 0.970 -3.910 -3.620
C 0.646 -3.965 -4.968
C 0.363 -2.800 -5.667
C 0.367 -1.588 -4.993
C 0.656 -1.552 -3.637
H -1.295 -4.598 0.346
H -0.945 -4.274 -1.364
H -1.208 -2.934 -0.252
H 0.423 -4.253 2.080
H 0.631 -2.537 1.648
H 2.029 -3.617 1.680
H 0.871 -6.017 0.384
H 2.395 -5.311 -0.177
H 1.080 -5.633 -1.319
H 3.446 -4.443 -2.471
H 5.881 -4.736 -2.403
H 7.282 -3.228 -1.031
H 6.207 -1.437 0.301
H 3.747 -1.180 0.264
H 1.224 -4.838 -3.121
H 0.611 -4.922 -5.478
H 0.151 -2.837 -6.730
H 0.149 -0.667 -5.520
H 0.648 -0.602 -3.124
*
```

Properties
Lowest unoccupied orbital energy (alpha / beta): 2.32 / 1.93 eV
DFT total energy: -5386.10466 Eh
Expectation value of S²: 0.805
Highest occupied orbital energy (alpha / beta): -4.5719 / -4.3254 eV
Energy above the lowest of the compared OMol25 structures with the same formula, charge and spin: 1.497 eV